ORCA calculation (ωB97M-V/def2-TZVPD) on a cluster of 10 separate species, C46H101N12O15P3 in total at a distorted geometry.

The geometry in XYZ format:
```
177
Properties=species:S:1:pos:R:3:lowdin_charge:R:1
C 0.07 0.05 -6.05 -0.115
N 1.23 -0.79 -6.29 -0.288
C 1.80 -0.69 -7.66 -0.108
P 1.96 -1.52 -4.93 0.646
O 1.42 -0.98 -3.66 -0.281
N 1.57 -3.17 -5.25 -0.321
C 1.90 -3.88 -6.48 -0.114
C 0.85 -4.00 -4.33 -0.117
N 3.68 -1.41 -5.29 -0.295
C 4.60 -2.45 -4.86 -0.116
C 4.33 -0.11 -5.09 -0.123
H 0.39 0.94 -5.51 0.061
H -0.65 -0.32 -5.32 0.047
H -0.51 0.26 -6.95 0.091
H 2.72 -1.24 -7.87 0.066
H 2.08 0.35 -7.84 0.076
H 1.10 -1.07 -8.40 0.077
H 2.06 -4.91 -6.18 0.078
H 1.07 -3.87 -7.19 0.086
H 2.84 -3.50 -6.88 0.067
H 0.07 -3.42 -3.82 0.061
H 0.40 -4.84 -4.86 0.079
H 1.58 -4.40 -3.63 0.082
H 5.56 -2.32 -5.36 0.084
H 4.77 -2.31 -3.79 0.080
H 4.16 -3.44 -5.03 0.066
H 4.33 0.19 -4.04 0.076
H 3.67 0.72 -5.37 0.068
H 5.32 -0.03 -5.55 0.089
C -3.67 -1.89 7.99 -0.139
N -4.77 -1.77 7.06 -0.306
C -6.04 -2.19 7.61 -0.116
P -4.62 -1.56 5.36 0.602
O -5.83 -1.25 4.52 -0.302
N -3.30 -0.53 5.10 -0.291
C -3.35 0.73 5.77 -0.145
C -2.74 -0.44 3.72 -0.090
N -4.07 -3.06 4.79 -0.299
C -4.99 -3.98 4.13 -0.121
C -2.84 -3.74 5.31 -0.099
H -3.42 -2.94 8.19 0.072
H -3.87 -1.45 8.97 0.082
H -2.76 -1.44 7.61 0.072
H -6.88 -1.79 7.05 0.081
H -6.11 -1.84 8.64 0.078
H -6.09 -3.28 7.66 0.080
H -2.55 1.45 5.61 0.084
H -4.25 1.27 5.47 0.078
H -3.43 0.62 6.85 0.068
H -3.45 0.10 3.10 0.078
H -1.83 0.17 3.69 0.064
H -2.55 -1.41 3.26 0.059
H -5.82 -3.49 3.63 0.070
H -4.49 -4.60 3.38 0.075
H -5.41 -4.58 4.94 0.076
H -2.05 -3.01 5.46 0.065
H -2.43 -4.57 4.75 0.072
H -3.01 -4.21 6.28 0.061
C 4.69 3.72 0.61 -0.101
N 4.21 3.49 2.00 -0.292
C 3.17 2.40 2.17 -0.116
P 4.37 4.76 3.20 0.513
O 5.47 5.64 3.00 -0.251
N 2.88 5.57 3.33 -0.299
C 2.73 6.94 2.86 -0.123
C 1.66 4.86 3.87 -0.102
N 4.51 3.87 4.65 -0.297
C 4.36 4.50 5.99 -0.097
C 5.40 2.65 4.68 -0.101
H 4.10 3.05 -0.02 0.069
H 5.77 3.60 0.59 0.079
H 4.47 4.73 0.27 0.069
H 3.43 1.49 1.62 0.074
H 2.20 2.81 1.90 0.063
H 3.01 2.06 3.19 0.060
H 3.38 7.09 2.00 0.074
H 1.71 7.12 2.54 0.076
H 2.96 7.69 3.62 0.077
H 1.26 5.52 4.64 0.071
H 0.89 4.78 3.10 0.071
H 1.92 3.90 4.32 0.061
H 3.41 5.03 5.98 0.058
H 4.36 3.76 6.79 0.076
H 5.15 5.22 6.19 0.078
H 5.46 2.19 3.70 0.059
H 5.09 1.90 5.41 0.072
H 6.43 2.93 4.91 0.075
C -3.75 -1.31 -4.55 -0.059
C -3.19 0.06 -4.17 -0.246
O -4.10 0.73 -3.40 0.064
C -5.14 1.24 -4.01 -0.544
O -5.51 1.11 -5.20 0.091
O -5.81 1.95 -3.09 -0.001
C -7.10 2.35 -3.27 -0.084
H -2.84 -1.81 -4.86 0.066
H -4.37 -1.26 -5.45 0.075
H -4.32 -1.98 -3.91 0.089
H -2.95 0.58 -5.10 0.128
H -2.27 -0.11 -3.62 0.102
H -7.08 3.35 -3.70 0.094
H -7.42 2.55 -2.25 0.097
H -7.74 1.71 -3.88 0.106
C 1.94 3.03 -3.89 -0.040
C 3.36 3.62 -3.71 -0.228
O 4.33 2.66 -3.95 0.008
C 5.58 2.88 -3.57 -0.577
O 5.92 3.58 -2.68 0.172
O 6.39 2.12 -4.36 -0.009
C 7.72 2.45 -4.34 -0.086
H 1.16 3.72 -3.57 0.083
H 1.95 2.08 -3.35 0.064
H 1.77 2.79 -4.95 0.063
H 3.48 4.03 -2.70 0.117
H 3.49 4.48 -4.36 0.129
H 8.33 1.80 -4.97 0.097
H 8.13 2.37 -3.34 0.099
H 7.94 3.46 -4.69 0.102
C -1.67 -2.51 -1.63 -0.053
C -2.48 -3.57 -0.88 -0.216
O -1.75 -4.74 -0.98 0.008
C -1.95 -5.59 -1.96 -0.596
O -2.80 -5.39 -2.78 0.148
O -1.10 -6.60 -1.76 0.019
C -0.89 -7.57 -2.70 -0.079
H -0.64 -2.50 -1.25 0.079
H -2.21 -1.59 -1.42 0.078
H -1.64 -2.52 -2.72 0.056
H -3.48 -3.61 -1.32 0.127
H -2.61 -3.22 0.14 0.114
H -0.07 -8.25 -2.50 0.101
H -0.64 -7.18 -3.69 0.088
H -1.82 -8.11 -2.91 0.101
C -5.16 6.70 -1.01 -0.066
C -5.73 5.43 -0.42 -0.222
O -4.74 4.53 0.07 0.044
C -4.75 4.05 1.32 -0.514
O -5.68 4.03 2.13 0.101
O -3.47 3.68 1.66 -0.032
C -3.18 3.16 2.98 -0.040
H -5.98 7.41 -1.04 0.077
H -4.71 6.76 -2.00 0.076
H -4.42 7.10 -0.31 0.080
H -6.26 4.93 -1.23 0.109
H -6.60 5.63 0.20 0.128
H -2.80 3.93 3.66 0.096
H -2.34 2.51 2.71 0.069
H -3.94 2.57 3.49 0.077
C 0.74 -4.14 3.77 -0.121
C 0.26 -5.05 2.85 -0.119
C -0.55 -4.32 2.06 -0.172
N -0.42 -2.99 2.28 0.042
C 0.35 -2.85 3.38 -0.151
H 1.44 -4.36 4.56 0.099
H 0.37 -6.12 2.74 0.112
H -1.22 -4.80 1.36 0.106
H -0.88 -2.25 1.76 0.126
H 0.59 -1.86 3.74 0.110
C 0.20 0.39 1.21 -0.128
C -0.58 1.23 0.30 -0.070
C -0.22 0.84 -1.00 -0.128
N 0.87 -0.02 -0.91 0.041
C 1.04 -0.31 0.42 -0.182
H 0.22 0.29 2.29 0.076
H -1.31 1.98 0.55 0.071
H -0.47 1.20 -1.98 0.101
H 1.39 -0.24 -1.74 0.090
H 1.91 -0.86 0.76 0.100
C 4.83 -3.24 1.06 -0.136
C 4.60 -3.88 -0.16 -0.106
C 3.21 -4.05 -0.14 -0.153
N 2.61 -3.64 1.03 0.044
C 3.63 -3.05 1.77 -0.130
H 5.81 -2.92 1.40 0.084
H 5.25 -4.18 -0.97 0.088
H 2.65 -4.58 -0.89 0.092
H 1.66 -3.81 1.33 0.089
H 3.42 -2.57 2.71 0.094
```

Values from the calculation:
- 2S+1: 1
- Frontier orbital gap: 8.2504 eV
- Structure (SMILES): CN(C)P(=O)(N(C)C)N(C)C.CN(C)P(=O)(N(C)C)N(C)C.CN(C)P(=O)(N(C)C)N(C)C.CCOC(=O)OC.CCOC(=O)OC.CCOC(=O)OC.CCOC(=O)OC.c1cc[nH]c1.c1cc[nH]c1.c1cc[nH]c1
- E_HOMO: -0.288 Ha